201
Properties=species:S:1:pos:R:3:forces:R:3 method="wB97M-V/def2-TZVPD" total_charge=0 homo_lumo_gap_ev=9.06 e_above_lowest_kcal_mol=70.5 multiplicity=1 smiles=COC[C@H](C)N.COC[C@H](C)N.COC[C@H](C)N.COC[C@H](C)N.COC[C@H](C)N.COC[C@H](C)N.COC[C@H](C)N.COC[C@H](C)N.COC[C@H](C)N.COCCNCCOC.COCCNCCOC lumo_ha=0.0235
C -4.123 2.465 6.471 -1.27 0.67 -0.28
C -5.074 2.550 5.256 -0.92 1.28 0.03
C -4.973 1.384 4.274 1.15 0.25 -0.03
O -3.650 1.145 3.747 -0.81 1.14 -0.61
C -3.251 2.185 2.781 0.30 -1.63 1.30
N -6.475 2.595 5.742 0.64 -0.69 1.21
H -3.106 2.578 6.111 0.26 -0.71 0.23
H -4.408 1.537 6.983 0.85 0.01 0.09
H -4.304 3.312 7.178 -0.10 -0.64 -0.66
H -4.879 3.519 4.762 -0.13 -0.37 -0.04
H -5.691 1.536 3.443 0.20 -0.13 0.34
H -5.256 0.520 4.880 0.10 -0.37 -0.41
H -2.389 1.716 2.270 -0.51 0.66 -0.03
H -2.984 3.100 3.289 0.48 0.21 0.30
H -4.070 2.466 2.138 -0.34 -0.32 -0.62
H -7.228 2.871 5.136 0.25 -0.01 -0.54
H -6.703 1.695 6.185 -0.05 0.67 -0.32
C 1.751 -1.885 -4.880 1.68 0.08 -1.83
C 2.231 -1.272 -3.615 0.29 0.44 0.95
C 1.785 -2.207 -2.508 -0.69 0.02 -0.35
O 0.318 -2.222 -2.504 1.31 0.03 0.05
C -0.133 -3.206 -1.609 -1.33 2.49 2.18
N 3.704 -1.067 -3.547 -0.83 -0.39 0.72
H 1.921 -1.179 -5.702 0.10 -0.20 -0.15
H 0.709 -2.067 -4.866 -1.03 -0.52 0.13
H 2.358 -2.821 -5.097 -0.90 0.93 0.21
H 1.763 -0.268 -3.417 0.31 -0.87 -0.33
H 2.158 -1.811 -1.563 -0.01 -0.54 0.26
H 2.133 -3.234 -2.782 0.00 0.55 0.67
H -1.220 -3.039 -1.382 0.85 0.48 -0.02
H 0.450 -3.182 -0.659 -0.39 -0.11 -0.57
H -0.183 -4.150 -1.995 0.68 -2.78 -1.38
H 3.956 -0.302 -4.126 0.20 0.72 -0.58
H 4.254 -1.853 -3.865 -0.26 -0.33 -0.03
C -1.261 1.559 -1.060 -0.85 2.53 -1.33
C 0.189 1.634 -0.661 -0.91 -0.84 1.01
C 0.378 2.289 0.684 -0.15 -1.02 0.76
O -0.018 3.605 0.798 -0.45 1.39 -0.01
C 1.028 4.578 0.745 -0.82 -0.65 0.13
N 0.624 0.256 -0.473 0.51 -1.41 -1.37
H -1.849 1.143 -0.263 -0.36 -0.07 0.50
H -1.368 0.924 -1.917 0.06 -0.65 -0.50
H -1.718 2.544 -1.443 0.58 -1.08 0.99
H 0.783 2.122 -1.387 0.73 0.41 -1.10
H 1.383 2.134 1.057 0.61 0.03 -0.11
H -0.241 1.686 1.355 -0.13 0.11 0.23
H 1.605 4.396 -0.167 0.52 0.14 0.35
H 1.593 4.550 1.706 0.05 0.09 -0.86
H 0.516 5.535 0.631 0.19 0.03 0.16
H 0.046 -0.215 0.226 0.10 0.42 0.18
H 0.387 -0.277 -1.347 0.51 0.60 0.96
C 3.051 -3.894 3.420 1.69 0.38 0.82
C 2.615 -3.124 2.203 0.14 1.84 0.72
C 3.560 -1.916 1.997 -1.09 -0.54 -0.88
O 3.236 -0.961 2.942 -0.39 0.81 1.57
C 3.936 0.247 2.777 0.07 0.56 -0.86
N 2.448 -3.861 1.008 -0.82 -0.02 -0.91
H 2.581 -4.841 3.598 -0.75 -0.37 0.00
H 2.980 -3.248 4.303 -0.31 -0.19 0.00
H 4.140 -4.138 3.370 -0.52 0.12 -0.29
H 1.670 -2.616 2.397 -0.27 -0.28 0.22
H 3.431 -1.447 1.015 -0.01 -0.43 -0.27
H 4.564 -2.255 2.107 1.26 -0.21 0.03
H 4.949 0.244 3.201 -0.14 -0.20 0.21
H 3.371 1.110 3.179 0.12 -0.66 0.07
H 4.057 0.415 1.698 0.02 0.20 0.12
H 1.709 -4.532 1.141 -0.08 -0.34 -0.13
H 3.278 -4.349 0.787 0.95 -0.74 -0.41
C -1.749 -2.743 1.825 0.39 2.33 -1.48
C -1.590 -1.605 2.850 -0.37 -0.73 0.45
C -1.506 -2.335 4.214 1.14 0.34 0.27
O -1.288 -1.516 5.329 -0.56 1.85 0.42
C -1.168 -2.172 6.564 0.35 0.11 0.41
N -0.495 -0.689 2.487 0.54 0.09 1.36
H -0.765 -3.115 1.598 0.42 -0.95 0.45
H -2.042 -2.409 0.802 -0.20 0.34 0.77
H -2.491 -3.430 2.128 -0.42 -1.17 0.42
H -2.465 -0.992 2.938 -0.66 0.44 -0.35
H -0.605 -2.884 4.118 1.07 -1.48 -0.12
H -2.320 -3.001 4.481 -0.53 -0.23 -0.67
H -0.236 -2.716 6.601 0.77 0.02 0.12
H -1.874 -2.977 6.709 -0.98 -0.03 -0.04
H -1.224 -1.454 7.429 0.00 -0.56 -1.11
H -0.368 -0.067 3.311 -0.18 -0.27 -0.79
H 0.442 -1.129 2.408 -0.91 -0.06 0.02
C 3.387 2.192 -4.095 0.10 3.17 0.37
C 2.701 2.446 -5.418 -0.07 1.71 -0.26
C 1.250 2.956 -5.188 1.41 -1.27 0.54
O 0.551 1.930 -4.519 1.44 0.02 0.33
C -0.807 1.925 -4.744 -0.60 -0.11 0.84
N 3.515 3.310 -6.295 0.60 0.52 2.58
H 3.453 3.111 -3.393 -0.54 -1.10 -1.22
H 4.401 1.904 -4.138 1.09 -0.56 -0.69
H 2.831 1.467 -3.624 -1.13 -1.56 1.53
H 2.551 1.520 -5.921 0.15 -1.06 -0.51
H 0.755 3.141 -6.109 -0.28 0.38 -1.16
H 1.270 3.840 -4.600 -0.07 1.12 0.57
H -1.034 0.900 -4.946 -0.83 -0.87 0.45
H -1.024 2.400 -5.678 -0.52 0.89 -0.46
H -1.347 2.351 -3.858 0.05 -0.34 -1.00
H 3.595 4.268 -5.893 -0.14 -0.86 -0.41
H 3.153 3.391 -7.196 -0.82 0.11 -1.63
C -4.746 -4.196 -0.312 -0.03 0.46 0.33
C -5.979 -3.318 -0.333 -0.22 2.40 -0.86
C -5.735 -2.016 0.582 0.02 -0.89 -1.35
O -4.665 -1.268 -0.015 -0.93 0.45 0.96
C -4.365 0.006 0.655 0.36 -1.77 -1.70
N -6.358 -2.939 -1.714 1.07 0.19 0.23
H -4.782 -4.912 -1.134 -0.13 -0.40 0.45
H -4.683 -4.598 0.708 0.23 -0.53 -0.43
H -3.837 -3.602 -0.473 -0.25 0.07 0.05
H -6.909 -3.792 -0.075 0.01 -0.71 1.28
H -5.432 -2.394 1.563 -0.23 0.40 0.32
H -6.638 -1.360 0.584 0.40 -0.62 0.35
H -4.082 0.633 -0.207 0.30 0.12 0.83
H -3.597 -0.229 1.377 0.51 0.50 0.01
H -5.178 0.451 1.186 -0.97 0.08 0.16
H -5.723 -2.204 -2.036 -0.48 -0.15 -0.21
H -7.307 -2.597 -1.706 -0.03 0.28 -0.13
C 5.501 2.568 0.455 0.11 -0.50 0.04
C 4.981 2.245 -0.938 0.32 -0.07 -0.63
C 6.160 2.116 -1.927 -0.92 -0.58 2.03
O 6.713 3.340 -2.190 -0.49 1.71 0.18
C 7.899 3.290 -2.885 1.28 -0.69 -0.76
N 4.298 0.973 -0.931 2.04 0.33 1.09
H 5.841 1.605 0.932 0.07 1.11 -0.57
H 4.720 2.961 1.090 -0.33 0.17 0.25
H 6.274 3.334 0.361 0.14 -0.18 0.31
H 4.321 3.028 -1.346 0.22 0.22 0.30
H 5.779 1.538 -2.736 0.02 -0.09 -1.40
H 6.893 1.514 -1.427 0.67 -0.76 0.32
H 7.702 3.018 -3.924 0.18 -0.11 -0.22
H 8.605 2.551 -2.461 -0.30 -0.04 -0.04
H 8.464 4.222 -2.888 -0.57 0.32 0.22
H 4.372 0.453 -1.751 -0.03 -0.98 -1.64
H 3.379 1.021 -0.649 -2.46 0.05 0.72
C 3.161 7.401 -3.052 0.28 -1.04 1.42
C 2.254 6.649 -3.979 -1.36 -0.34 -0.78
C 0.905 7.407 -4.023 -0.17 -0.75 -1.12
O 0.041 6.715 -4.981 1.30 0.29 0.81
C -1.117 7.459 -5.184 0.45 1.58 -0.63
N 2.834 6.507 -5.368 -0.39 0.52 1.51
H 3.326 8.461 -3.207 -0.13 0.14 -0.55
H 4.096 6.856 -3.098 0.58 0.24 0.26
H 2.782 7.295 -2.006 0.28 0.07 -0.70
H 2.108 5.603 -3.582 -0.04 1.08 -0.26
H 1.113 8.472 -4.355 -0.36 -0.98 0.17
H 0.365 7.425 -3.058 0.42 0.03 -0.18
H -1.490 7.780 -4.226 -0.90 -0.25 0.57
H -1.840 6.896 -5.792 0.30 0.32 0.30
H -0.827 8.457 -5.637 -0.52 -0.96 -0.23
H 3.408 7.342 -5.450 -0.06 -0.11 -0.67
H 2.053 6.543 -6.028 0.38 0.09 0.14
C 2.829 -4.348 9.252 -0.65 -0.29 0.79
O 2.856 -3.010 8.798 0.63 -0.33 -1.06
C 3.617 -2.958 7.586 1.38 -1.16 -0.11
C 3.474 -1.688 6.832 0.09 0.45 0.38
N 2.167 -1.569 6.234 -1.17 -0.85 0.40
C 1.822 -0.222 5.793 0.93 0.27 1.89
C 1.080 0.629 6.880 -1.09 1.34 -1.68
O 1.590 0.281 8.143 -0.07 1.27 0.35
C 1.374 1.295 9.135 -0.35 0.72 -0.88
H 2.571 -4.311 10.329 -0.12 -0.11 -0.64
H 3.792 -4.887 9.194 -0.14 0.45 -0.24
H 2.065 -4.923 8.681 0.41 0.16 0.39
H 3.379 -3.764 6.862 -0.40 -0.08 0.60
H 4.707 -3.133 7.833 -0.90 0.29 -0.09
H 4.238 -1.646 6.084 0.56 -0.18 -0.76
H 3.711 -0.896 7.516 -0.04 0.85 0.51
H 1.572 -1.835 7.009 -0.55 -0.03 -0.22
H 1.370 -0.169 4.821 -0.52 -0.15 -0.36
H 2.825 0.158 5.718 0.30 1.17 -0.54
H -0.068 0.474 6.824 1.64 0.12 0.16
H 1.244 1.782 6.610 -0.20 -2.20 0.70
H 0.301 1.409 9.382 0.29 -0.19 -0.14
H 1.734 2.332 8.830 -0.20 -1.30 0.04
H 1.907 0.989 10.013 0.26 -0.19 0.43
C -3.553 -7.077 -8.401 0.10 0.23 0.79
O -4.079 -6.021 -7.589 0.37 -1.25 -0.60
C -5.388 -6.356 -7.133 1.38 0.03 0.96
C -5.782 -5.196 -6.286 -0.37 1.33 0.19
N -4.722 -4.821 -5.374 0.23 1.26 0.88
C -4.924 -3.416 -4.817 0.77 -1.97 -1.05
C -3.945 -2.933 -3.769 -1.19 -1.66 1.08
O -4.297 -1.608 -3.533 -0.19 0.96 0.59
C -3.394 -0.868 -2.709 -0.20 1.94 -2.52
H -2.460 -7.021 -8.448 -0.29 0.51 -0.27
H -4.047 -6.999 -9.356 0.19 -0.28 -0.67
H -3.736 -8.066 -7.964 -0.33 0.11 0.06
H -5.313 -7.308 -6.522 -0.40 0.81 -0.83
H -6.087 -6.356 -7.952 -0.33 -0.81 -0.52
H -6.630 -5.503 -5.705 -0.84 0.08 0.27
H -6.086 -4.339 -6.965 0.20 -0.68 0.56
H -3.891 -4.866 -5.946 0.37 0.28 0.28
H -5.921 -3.398 -4.447 -0.76 0.15 0.61
H -4.855 -2.704 -5.608 -0.12 0.69 -0.94
H -2.940 -3.000 -4.070 1.57 -0.07 -0.81
H -4.023 -3.605 -2.872 -0.07 0.73 -0.38
H -3.450 -1.178 -1.704 0.74 -0.84 1.09
H -3.790 0.191 -2.680 0.24 -0.99 -0.21
H -2.404 -0.776 -3.250 -0.64 -0.50 1.09